A molecular structure, C36H66As3MnN7O4PS, computed with ωB97M-V with the def2-TZVPD basis set.

Geometry (Å):
Mn1 -0.348 0.485 1.457
O1 3.259 -2.922 6.636
C1 2.111 -3.213 6.250
O2 1.344 -4.130 6.584
C2 1.557 -2.275 5.147
C3 2.091 -1.006 4.962
C4 1.585 -0.193 3.966
N1 0.618 -0.587 3.132
C5 0.104 -1.819 3.295
C6 0.530 -2.670 4.298
C7 -0.963 -2.241 2.290
O3 -1.396 -3.388 2.327
O4 -1.301 -1.335 1.447
H1 2.906 -0.682 5.594
H2 1.977 0.805 3.808
H3 0.069 -3.640 4.417
C8 3.484 0.835 0.618
As1 1.956 0.114 -0.374
C9 1.838 1.572 -1.679
C10 2.881 -1.104 -1.638
C11 3.468 -2.471 -1.227
C12 4.077 -2.396 0.177
C13 2.440 -3.608 -1.279
As2 0.973 -3.520 0.044
C14 -0.076 -4.989 -0.727
C15 1.753 -4.611 1.477
C16 4.634 -2.794 -2.189
As3 4.480 -3.201 -4.126
C17 2.859 -2.281 -4.755
C18 3.725 -5.017 -4.068
H4 4.378 0.870 -0.008
H5 3.681 0.234 1.504
H6 3.212 1.838 0.941
H7 2.821 1.796 -2.097
H8 1.449 2.451 -1.168
H9 1.151 1.302 -2.481
H10 3.694 -0.476 -2.020
H11 2.173 -1.229 -2.458
H12 3.325 -2.129 0.924
H13 4.874 -1.651 0.222
H14 4.496 -3.363 0.464
H15 2.957 -4.568 -1.176
H16 1.949 -3.611 -2.255
H17 0.530 -5.892 -0.821
H18 -0.462 -4.713 -1.708
H19 -0.913 -5.170 -0.055
H20 2.304 -5.458 1.065
H21 0.923 -4.973 2.084
H22 2.408 -4.023 2.117
H23 5.162 -3.677 -1.811
H24 5.360 -1.976 -2.142
H25 2.995 -1.202 -4.707
H26 1.965 -2.560 -4.201
H27 2.726 -2.562 -5.800
H28 4.340 -5.639 -3.419
H29 3.762 -5.434 -5.075
H30 2.698 -5.037 -3.709
N2 -1.717 1.597 0.462
P1 -3.138 1.228 -0.029
N3 -3.248 0.186 -1.357
C19 -2.212 0.405 -2.380
C20 -1.192 -0.725 -2.380
C21 -1.856 -2.041 -2.793
C22 -3.331 -2.049 -2.369
C23 -3.538 -1.245 -1.095
N4 -4.136 0.576 1.125
C24 -5.572 0.467 0.868
C25 -6.161 -0.641 1.728
C26 -6.038 -0.292 3.219
C27 -4.795 0.574 3.475
C28 -3.693 0.239 2.480
N5 -4.058 2.538 -0.555
C29 -4.195 2.934 -1.947
C30 -5.327 3.944 -2.069
C31 -4.985 5.242 -1.323
C32 -4.097 4.960 -0.101
C33 -4.345 3.563 0.450
H31 -1.715 1.356 -2.177
H32 -2.680 0.489 -3.370
H33 -0.790 -0.817 -1.367
H34 -0.358 -0.484 -3.046
H35 -1.330 -2.870 -2.319
H36 -1.780 -2.187 -3.874
H37 -3.675 -3.072 -2.201
H38 -3.957 -1.630 -3.163
H39 -2.906 -1.645 -0.297
H40 -4.576 -1.340 -0.776
H41 -5.734 0.265 -0.191
H42 -6.085 1.415 1.084
H43 -5.619 -1.565 1.512
H44 -7.205 -0.810 1.455
H45 -5.978 -1.212 3.804
H46 -6.932 0.239 3.556
H47 -4.425 0.427 4.491
H48 -5.044 1.635 3.376
H49 -3.427 -0.819 2.552
H50 -2.794 0.818 2.698
H51 -4.406 2.043 -2.539
H52 -3.270 3.380 -2.351
H53 -6.227 3.491 -1.644
H54 -5.538 4.148 -3.121
H55 -5.906 5.740 -1.014
H56 -4.470 5.932 -1.997
H57 -4.262 5.702 0.681
H58 -3.043 5.024 -0.376
H59 -5.388 3.486 0.788
H60 -3.710 3.388 1.321
S1 0.949 2.764 2.299
C34 0.599 3.841 1.028
N6 1.376 4.947 0.797
C35 0.697 5.806 -0.167
C36 -0.196 4.778 -0.873
N7 -0.353 3.730 0.127
H61 1.894 5.319 1.575
H62 1.403 6.284 -0.844
H63 0.098 6.579 0.327
H64 0.300 4.381 -1.767
H65 -1.153 5.196 -1.184
H66 -1.109 2.790 0.208

## Properties
- orbital gap (spin up / spin down) (eV) = 7.10 / 7.11
- 2S+1 = 6
- electronic energy (hartree) = -10693.69543
- total charge = -1
- energy above the lowest of the compared OMol25 structures with the same formula, charge and spin (kcal/mol) = 18.5